Molecular formula: C78H195N13O26
Method: DFT, wB97M-V/def2-TZVPD

Last columns: bonded neighbours and bond lengths (Å).
Geometry (Å):
1 C 0.25286 24.70080 30.87840  O2 1.399, H10 1.092, H11 1.098, H12 1.086
2 O -0.70317 24.69696 29.85731  C1 1.399, C3 1.435
3 C -1.53501 25.86598 29.89253  O2 1.435, C4 1.507, H13 1.067, H14 1.106
4 C -2.94507 25.58883 29.43975  C3 1.507, N5 1.459, H15 1.100, H16 1.086
5 N -3.65544 24.71250 30.36507  C4 1.459, C6 1.446, H17 1.023
6 C -5.07805 24.70858 30.10361  N5 1.446, C7 1.450, H18 1.085, H19 1.109
7 C -5.83045 23.78745 30.93330  C6 1.450, O8 1.434, H20 1.082, H21 1.121
8 O -5.36232 22.46386 30.63920  C7 1.434, C9 1.382
9 C -6.08721 21.54205 31.37075  O8 1.382, H22 1.139, H23 1.107, H24 1.089
10 H 1.02321 25.45137 30.68948  C1 1.092
11 H 0.64730 23.67714 30.91943  C1 1.098
12 H -0.22106 24.82949 31.84662  C1 1.086
13 H -1.14999 26.67876 29.31870  C3 1.067
14 H -1.53694 26.22377 30.93862  C3 1.106
15 H -2.93764 25.10549 28.45153  C4 1.100
16 H -3.48282 26.52135 29.29890  C4 1.086
17 H -3.35050 23.75089 30.19487  N5 1.023
18 H -5.36855 24.54355 29.07105  C6 1.085
19 H -5.44988 25.70516 30.41701  C6 1.109
20 H -6.89945 23.71476 30.77948  C7 1.082
21 H -5.62942 24.06150 32.00187  C7 1.121
22 H -7.18619 21.80767 31.23139  C9 1.139
23 H -5.88690 21.65526 32.45345  C9 1.107
24 H -5.80520 20.52870 31.08995  C9 1.089
25 C -5.03349 17.86880 32.00088  O26 1.425, H34 1.139, H35 1.068, H36 1.106
26 O -5.41039 18.36455 30.71866  C25 1.425, C27 1.333
27 C -6.50824 17.75132 30.27668  O26 1.333, C28 1.555, H37 1.079, H38 1.136
28 C -6.91353 18.19665 28.84302  C27 1.555, N29 1.420, H39 1.094, H40 1.097
29 N -8.31898 18.08363 28.67424  C28 1.420, C30 1.398, H41 1.034
30 C -8.74075 18.77530 27.53448  N29 1.398, C31 1.517, H42 1.099, H43 1.095
31 C -10.25370 18.86627 27.59131  C30 1.517, O32 1.456, H44 1.128, H45 1.070
32 O -10.59456 20.17122 28.13909  C31 1.456, C33 1.418
33 C -10.85060 21.23806 27.24020  O32 1.418, H46 1.098, H47 1.066, H48 1.118
34 H -4.18970 18.49293 32.44219  C25 1.139
35 H -4.90225 16.80899 32.01456  C25 1.068
36 H -5.84551 18.16315 32.69153  C25 1.106
37 H -7.36936 17.92686 30.90269  C27 1.079
38 H -6.32120 16.63276 30.34693  C27 1.136
39 H -6.39117 17.65641 28.04785  C28 1.094
40 H -6.41873 19.17236 28.76514  C28 1.097
41 H -8.78790 18.40752 29.53707  N29 1.034
42 H -8.42946 18.23338 26.63007  C30 1.099
43 H -8.35578 19.79354 27.41334  C30 1.095
44 H -10.73660 18.10410 28.26749  C31 1.128
45 H -10.75056 18.67871 26.66194  C31 1.070
46 H -10.67578 22.18591 27.76537  C33 1.098
47 H -11.87072 21.24824 26.93262  C33 1.066
48 H -10.24555 21.24028 26.30029  C33 1.118
49 C -12.07536 19.81207 35.53697  O50 1.431, H58 1.071, H59 1.123, H60 1.091
50 O -11.52984 20.74863 36.47166  C49 1.431, C51 1.459
51 C -12.54696 21.31515 37.35083  O50 1.459, C52 1.529, H61 1.097, H62 1.105
52 C -11.89556 21.79884 38.64721  C51 1.529, N53 1.484, H63 1.103, H64 1.070
53 N -10.85991 22.82340 38.36246  C52 1.484, C54 1.450, H65 1.025
54 C -9.65948 22.83781 39.17638  N53 1.450, C55 1.542, H66 1.093, H67 1.066
55 C -8.73878 23.86764 38.49122  C54 1.542, O56 1.529, H68 1.130, H69 1.093
56 O -8.45827 23.29208 37.10234  C55 1.529, C57 1.456
57 C -7.99127 24.26122 36.12107  O56 1.456, H70 1.141, H71 1.108, H72 1.128
58 H -12.97581 20.21395 35.11805  C49 1.071
59 H -12.08443 18.79369 36.01126  C49 1.123
60 H -11.31875 19.74355 34.75421  C49 1.091
61 H -13.31735 20.53674 37.42150  C51 1.097
62 H -12.97558 22.21772 36.87952  C51 1.105
63 H -11.36766 20.97168 39.15163  C52 1.103
64 H -12.66542 22.18474 39.28174  C52 1.070
65 H -10.60914 22.62836 37.38793  N53 1.025
66 H -9.10623 21.89579 39.19697  C54 1.093
67 H -9.98224 23.14694 40.14450  C54 1.066
68 H -7.72265 24.00027 38.96717  C55 1.130
69 H -9.26916 24.81858 38.40187  C55 1.093
70 H -7.06052 24.76734 36.54467  C57 1.141
71 H -8.73671 25.00877 35.78613  C57 1.108
72 H -7.65794 23.56611 35.29724  C57 1.128
73 C -8.03140 23.82434 27.71408  O74 1.443, H82 1.142, H83 1.118, H84 1.108
74 O -9.36632 24.34219 27.53401  C73 1.443, C75 1.413
75 C -9.49665 25.33502 26.53720  O74 1.413, C76 1.468, H85 1.082, H86 1.072
76 C -10.79729 26.01053 26.61580  C75 1.468, N77 1.482, H87 1.095, H88 1.128
77 N -11.95950 25.09127 26.58353  C76 1.482, C78 1.440, H89 1.055
78 C -13.12968 25.76037 27.09083  N77 1.440, C79 1.515, H90 1.098, H91 1.084
79 C -14.30792 24.83217 27.30711  C78 1.515, O80 1.383, H92 1.183, H93 1.114
80 O -14.05839 23.86432 28.26242  C79 1.383, C81 1.427
81 C -15.26172 23.47743 28.92445  O80 1.427, H94 1.095, H95 1.094, H96 1.083
82 H -7.49865 24.52292 28.44323  C73 1.142
83 H -7.50041 23.63445 26.74923  C73 1.118
84 H -8.09732 22.80938 28.15311  C73 1.108
85 H -9.36482 24.90635 25.55243  C75 1.082
86 H -8.75167 26.07149 26.76658  C75 1.072
87 H -10.98082 26.73090 25.81182  C76 1.095
88 H -10.94703 26.54175 27.59917  C76 1.128
89 H -11.71680 24.37384 27.31833  N77 1.055
90 H -13.43034 26.57120 26.41388  C78 1.098
91 H -13.02746 26.27425 28.03988  C78 1.084
92 H -14.46211 24.26259 26.28219  C79 1.183
93 H -15.09962 25.57500 27.55581  C79 1.114
94 H -15.79988 22.86849 28.19068  C81 1.095
95 H -15.80150 24.36661 29.26223  C81 1.094
96 H -15.03774 22.83743 29.76830  C81 1.083
97 C -2.11403 21.88170 34.09437  O98 1.360, H106 1.068, H107 1.083, H108 1.125
98 O -3.27957 22.54605 33.87195  C97 1.360, C99 1.442
99 C -3.16000 23.97775 33.99260  O98 1.442, C100 1.482, H109 1.109, H110 1.109
100 C -4.41095 24.68078 34.36239  C99 1.482, N101 1.435, H111 1.163, H112 1.095
101 N -4.18366 26.09323 34.47369  C100 1.435, C102 1.459, H113 0.958
102 C -4.36227 26.75461 33.18583  N101 1.459, C103 1.551, H114 1.072, H115 1.118
103 C -5.86631 27.04354 32.94390  C102 1.551, O104 1.423, H116 1.065, H117 1.129
104 O -6.31578 28.09791 33.78769  C103 1.423, C105 1.438
105 C -5.99522 29.39897 33.26590  O104 1.438, H118 1.087, H119 1.082, H120 1.105
106 H -2.26594 20.87089 33.78448  C97 1.068
107 H -1.76529 21.93949 35.11850  C97 1.083
108 H -1.25562 22.17444 33.42889  C97 1.125
109 H -2.77266 24.41991 33.05238  C99 1.109
110 H -2.45935 24.23073 34.81397  C99 1.109
111 H -4.67195 24.24603 35.40929  C100 1.163
112 H -5.13642 24.48095 33.56724  C100 1.095
113 H -4.82233 26.46876 35.08106  N101 0.958
114 H -3.95311 26.18206 32.37734  C102 1.072
115 H -3.86747 27.75606 33.13971  C102 1.118
116 H -6.35016 26.13655 33.22120  C103 1.065
117 H -5.98493 27.23717 31.83834  C103 1.129
118 H -6.46398 30.12855 33.92181  C105 1.087
119 H -6.35405 29.54530 32.25603  C105 1.082
120 H -4.91263 29.60435 33.35053  C105 1.105
121 C -15.31267 19.90481 26.56232  O122 1.429, H130 1.082, H131 1.074, H132 1.091
122 O -15.58742 19.89459 27.96430  C121 1.429, C123 1.423
123 C -14.37657 20.15959 28.66227  O122 1.423, C124 1.516, H133 1.114, H134 1.116
124 C -14.46726 20.03731 30.17105  C123 1.516, N125 1.472, H135 1.111, H136 1.081
125 N -14.95748 18.73166 30.64049  C124 1.472, C126 1.442, H137 1.036
126 C -15.58105 18.74711 31.94032  N125 1.442, C127 1.489, H138 1.105, H139 1.026
127 C -14.67579 19.25873 33.00602  C126 1.489, O128 1.388, H140 1.095, H141 1.102
128 O -15.27374 19.15611 34.25444  C127 1.388, C129 1.427
129 C -15.27040 17.81950 34.75454  O128 1.427, H142 1.072, H143 1.064, H144 1.073
130 H -14.61665 19.11893 26.30050  C121 1.082
131 H -14.83994 20.83237 26.29903  C121 1.074
132 H -16.31352 19.90765 26.12720  C121 1.091
133 H -13.96062 21.13612 28.32470  C123 1.114
134 H -13.61524 19.38284 28.41324  C123 1.116
135 H -15.02714 20.88550 30.61938  C124 1.111
136 H -13.44312 20.20968 30.47138  C124 1.081
137 H -15.58916 18.37736 29.89995  N125 1.036
138 H -15.87023 17.70307 32.15873  C126 1.105
139 H -16.43513 19.30897 32.03196  C126 1.026
140 H -14.46531 20.32323 32.86073  C127 1.095
141 H -13.70870 18.73099 33.00147  C127 1.102
142 H -15.64363 17.90676 35.75558  C129 1.072
143 H -14.28163 17.42620 34.77317  C129 1.064
144 H -15.93098 17.20121 34.17828  C129 1.073
145 C -3.65440 17.41296 39.59914  O146 1.414, H154 1.121, H155 1.049, H156 1.090
146 O -3.08359 16.21485 39.11222  C145 1.414, C147 1.421
147 C -1.69503 16.08324 39.38230  O146 1.421, C148 1.515, H157 1.124, H158 1.088
148 C -1.23355 15.83562 40.80368  C147 1.515, N149 1.443, H159 1.070, H160 1.079
149 N -1.24811 17.10269 41.49375  C148 1.443, C150 1.486, H161 1.029
150 C -0.58418 17.13896 42.82278  N149 1.486, C151 1.499, H162 1.077, H163 1.124
151 C -1.59832 16.63051 43.80269  C150 1.499, O152 1.369, H164 1.089, H165 1.079
152 O -1.04424 16.71104 45.05201  C151 1.369, C153 1.392
153 C -1.84921 16.27882 46.10160  O152 1.392, H166 1.116, H167 1.088, H168 1.119
154 H -4.68789 17.53260 39.18040  C145 1.121
155 H -3.06599 18.24409 39.34694  C145 1.049
156 H -3.72429 17.39372 40.68626  C145 1.090
157 H -1.21030 17.01574 38.98508  C147 1.124
158 H -1.36583 15.25247 38.76173  C147 1.088
159 H -0.29242 15.33199 40.88355  C148 1.070
160 H -1.99357 15.17471 41.19169  C148 1.079
161 H -0.85125 17.81610 40.86757  N149 1.029
162 H -0.48646 18.16850 43.12432  C150 1.077
163 H 0.45256 16.70356 42.82271  C150 1.124
164 H -1.92423 15.64014 43.48828  C151 1.089
165 H -2.40166 17.32114 43.59925  C151 1.079
166 H -1.32476 16.51544 47.05794  C153 1.116
167 H -2.14548 15.23225 46.12377  C153 1.088
168 H -2.78814 16.88846 46.09732  C153 1.119
169 C -1.23662 23.36463 45.06129  O170 1.421, H178 1.057, H179 1.124, H180 1.093
170 O -2.33797 22.80069 44.36243  C169 1.421, C171 1.380
171 C -2.24868 22.98680 42.99766  O170 1.380, C172 1.497, H181 1.112, H182 1.093
172 C -3.13008 22.11217 42.16073  C171 1.497, N173 1.482, H183 1.108, H184 1.091
173 N -2.63836 21.79366 40.79952  C172 1.482, C174 1.453, H185 0.998
174 C -1.86531 20.56476 40.73786  N173 1.453, C175 1.493, H186 1.096, H187 1.091
175 C -0.88520 20.52439 39.61191  C174 1.493, O176 1.409, H188 1.096, H189 1.094
176 O -0.19908 19.29669 39.70343  C175 1.409, C177 1.425
177 C 0.57351 18.99568 38.54431  O176 1.425, H190 1.127, H191 1.115, H192 1.091
178 H -1.30674 24.39150 45.30249  C169 1.057
179 H -0.35209 23.17403 44.39490  C169 1.124
180 H -0.99598 22.81562 45.97535  C169 1.093
181 H -1.21056 22.72529 42.69548  C171 1.112
182 H -2.46759 24.02756 42.74504  C171 1.093
183 H -4.12432 22.56439 41.97529  C172 1.108
184 H -3.34160 21.17389 42.67581  C172 1.091
185 H -3.43874 21.66857 40.21641  N173 0.998
186 H -2.56667 19.72460 40.79427  C174 1.096
187 H -1.28672 20.32676 41.63176  C174 1.091
188 H -0.12584 21.30952 39.70570  C175 1.096
189 H -1.26995 20.59493 38.59039  C175 1.094
190 H 1.54130 19.55358 38.69507  C177 1.127
191 H 0.10951 19.36648 37.60055  C177 1.115
192 H 0.63516 17.90686 38.57394  C177 1.091
193 C -10.80030 20.76271 31.69215  O194 1.399, H202 1.110, H203 1.075, H204 1.144
194 O -9.50405 20.58632 32.18771  C193 1.399, C195 1.414
195 C -9.39865 21.16415 33.47418  O194 1.414, C196 1.539, H205 1.095, H206 1.135
196 C -8.54542 20.20695 34.32609  C195 1.539, N197 1.424, H207 1.073, H208 1.076
197 N -8.06108 20.88053 35.48330  C196 1.424, C198 1.459, H209 1.024
198 C -7.27257 19.95650 36.29163  N197 1.459, C199 1.533, H210 1.096, H211 1.052
199 C -5.80944 19.96672 35.83379  C198 1.533, O200 1.413, H212 1.119, H213 1.124
200 O -5.25530 18.83344 36.46965  C199 1.413, C201 1.388
201 C -3.96417 18.48380 36.10037  O200 1.388, H214 1.085, H215 1.106, H216 1.066
202 H -11.52827 20.42722 32.45933  C193 1.110
203 H -10.92009 20.13117 30.83068  C193 1.075
204 H -11.04293 21.86501 31.50260  C193 1.144
205 H -10.38966 21.41398 33.86637  C195 1.095
206 H -8.92403 22.19452 33.43565  C195 1.135
207 H -7.74390 19.89686 33.68379  C196 1.073
208 H -9.14977 19.33844 34.52323  C196 1.076
209 H -8.80053 21.39357 35.97170  N197 1.024
210 H -7.58082 18.91061 36.17855  C198 1.096
211 H -7.44067 20.14049 37.31349  C198 1.052
212 H -5.32616 20.91708 36.17508  C199 1.119
213 H -5.76290 19.91265 34.71172  C199 1.124
214 H -3.19265 19.11557 36.52683  C201 1.085
215 H -3.75029 18.46054 35.01501  C201 1.106
216 H -3.75974 17.55094 36.57366  C201 1.066
217 C -9.10358 25.88909 30.28013  O218 1.420, H226 1.108, H227 1.089, H228 1.123
218 O -9.71485 26.19447 31.52454  C217 1.420, C219 1.388
219 C -9.21293 25.46581 32.59377  O218 1.388, C220 1.546, H229 1.072, H230 1.080
220 C -10.40120 25.09445 33.50967  C219 1.546, N221 1.439, H231 1.113, H232 1.108
221 N -11.42626 24.42284 32.75532  C220 1.439, C222 1.449, H233 1.022
222 C -12.56890 23.94302 33.50568  N221 1.449, C223 1.518, H234 1.126, H235 1.161
223 C -13.59268 23.21865 32.65066  C222 1.518, O224 1.401, H236 1.102, H237 1.125
224 O -14.26545 22.26177 33.42112  C223 1.401, C225 1.412
225 C -15.14506 22.83812 34.36340  O224 1.412, H238 1.093, H239 1.169, H240 1.169
226 H -8.07578 26.30214 30.25528  C217 1.108
227 H -9.65201 26.36481 29.46832  C217 1.089
228 H -9.13452 24.78699 30.06768  C217 1.123
229 H -8.44963 25.96077 33.16173  C219 1.072
230 H -8.81324 24.53825 32.21195  C219 1.080
231 H -10.81415 26.00660 33.99619  C220 1.113
232 H -10.01106 24.48890 34.35094  C220 1.108
233 H -11.58420 24.99487 31.92286  N221 1.022
234 H -13.01216 24.83572 34.03041  C222 1.126
235 H -12.20580 23.24498 34.35890  C222 1.161
236 H -13.11024 22.73960 31.78342  C223 1.102
237 H -14.25752 23.92715 32.08413  C223 1.125
238 H -15.86906 23.49270 33.87097  C225 1.093
239 H -14.77483 23.37937 35.33095  C225 1.169
240 H -15.59394 21.89436 34.88624  C225 1.169
241 C -6.33868 20.28600 44.98405  O242 1.414, H250 1.100, H251 1.111, H252 1.020
242 O -5.37684 20.35141 43.94965  C241 1.414, C243 1.383
243 C -5.40239 19.24414 43.12066  O242 1.383, C244 1.529, H253 1.127, H254 1.115
244 C -6.39548 19.25034 41.95757  C243 1.529, N245 1.533, H255 1.144, H256 1.083
245 N -5.77205 20.22257 40.95019  C244 1.533, C246 1.472, H257 0.997
246 C -6.75342 20.86525 40.06084  N245 1.472, C247 1.535, H258 1.160, H259 1.097
247 C -5.97421 21.71699 39.04849  C246 1.535, O248 1.392, H260 1.072, H261 1.064
248 O -5.45008 22.79205 39.76043  C247 1.392, C249 1.420
249 C -4.69890 23.67719 38.94295  O248 1.420, H262 1.071, H263 1.078, H264 1.089
250 H -7.33645 20.29349 44.52065  C241 1.100
251 H -6.25367 21.09644 45.73925  C241 1.111
252 H -6.22606 19.42866 45.52582  C241 1.020
253 H -5.56908 18.38671 43.83292  C243 1.127
254 H -4.44247 19.17603 42.55824  C243 1.115
255 H -7.41912 19.49589 42.40562  C244 1.144
256 H -6.48917 18.29823 41.45051  C244 1.083
257 H -5.30838 20.88656 41.53171  N245 0.997
258 H -7.47158 21.47929 40.73383  C246 1.160
259 H -7.42969 20.17837 39.53698  C246 1.097
260 H -6.65689 22.00321 38.27364  C247 1.072
261 H -5.22315 21.16147 38.53849  C247 1.064
262 H -3.87102 23.26536 38.40221  C249 1.071
263 H -4.37069 24.48983 39.57052  C249 1.078
264 H -5.38663 24.04411 38.18240  C249 1.089
265 C -13.18403 16.46692 38.37508  O266 1.432, H274 1.057, H275 1.060, H276 1.096
266 O -12.57457 16.52693 39.66897  C265 1.432, C267 1.452
267 C -11.78335 17.73114 39.84627  O266 1.452, C268 1.549, H277 1.124, H278 1.072
268 C -10.66581 17.89843 38.78710  C267 1.549, N269 1.407, H279 1.112, H280 1.160
269 N -9.78000 16.80955 38.87803  C268 1.407, C270 1.441, H281 1.037
270 C -8.74663 16.73337 37.87616  N269 1.441, C271 1.520, H282 1.064, H283 1.130
271 C -7.65156 15.78061 38.32829  C270 1.520, O272 1.387, H284 1.041, H285 1.111
272 O -8.14725 14.49453 38.16888  C271 1.387, C273 1.384
273 C -7.59654 13.68796 39.14881  O272 1.384, H286 1.064, H287 1.114, H288 1.100
274 H -13.81976 15.63157 38.25414  C265 1.057
275 H -12.35762 16.40838 37.71433  C265 1.060
276 H -13.84986 17.30436 38.13751  C265 1.096
277 H -11.34749 17.61765 40.87593  C267 1.124
278 H -12.32397 18.64363 39.69152  C267 1.072
279 H -10.26048 18.90824 39.01862  C268 1.112
280 H -11.08011 17.98714 37.70737  C268 1.160
281 H -10.26154 15.91587 39.09168  N269 1.037
282 H -8.27920 17.68953 37.88505  C270 1.064
283 H -9.08552 16.45569 36.83419  C270 1.130
284 H -7.40942 15.97937 39.32056  C271 1.041
285 H -6.74037 15.91078 37.70540  C271 1.111
286 H -7.89488 12.68520 38.95444  C273 1.064
287 H -7.95396 14.00570 40.15441  C273 1.114
288 H -6.49689 13.66852 39.18614  C273 1.100
289 C -9.79945 15.80437 31.52328  O290 1.395, H298 1.121, H299 1.104, H300 1.067
290 O -10.47519 16.77528 30.78459  C289 1.395, C291 1.403
291 C -11.86777 16.60493 30.78237  O290 1.403, C292 1.518, H301 1.112, H302 1.074
292 C -12.53695 16.07040 29.52950  C291 1.518, N293 1.441, H303 1.088, H304 1.144
293 N -13.83004 15.48238 29.77423  C292 1.441, C294 1.484, H305 1.017
294 C -14.33736 14.57636 28.71414  N293 1.484, C295 1.531, H306 1.071, H307 1.105
295 C -14.79005 13.25091 29.33176  C294 1.531, O296 1.417, H308 1.130, H309 1.118
296 O -14.98879 12.37513 28.23577  C295 1.417, C297 1.448
297 C -15.60475 11.08468 28.46125  O296 1.448, H310 1.082, H311 1.127, H312 1.043
298 H -9.78919 16.03268 32.62090  C289 1.121
299 H -8.78794 15.78776 31.08047  C289 1.104
300 H -10.32138 14.87654 31.45238  C289 1.067
301 H -12.37741 17.56814 31.00213  C291 1.112
302 H -12.20222 15.88535 31.50640  C291 1.074
303 H -11.86617 15.36831 29.03798  C292 1.088
304 H -12.48867 16.95977 28.81213  C292 1.144
305 H -14.38865 16.32766 29.85782  N293 1.017
306 H -13.57603 14.41191 27.97965  C294 1.071
307 H -15.18122 14.88202 28.07006  C294 1.105
308 H -15.72609 13.37428 29.95244  C295 1.130
309 H -13.99052 12.96505 30.05925  C295 1.118
310 H -15.45802 10.57774 27.51714  C297 1.082
311 H -16.72460 11.19086 28.52448  C297 1.127
312 H -15.13759 10.67067 29.29628  C297 1.043

The value obtained for the lowest unoccupied orbital energy is 0.607 eV. The frontier orbital gap is 9.0 eV. Its highest occupied orbital energy is -8.4 eV.

Results of the Löwdin charge analysis, in e, for atoms 1 through 6:
1 C -0.13
2 O -0.18
3 C -0.21
4 C -0.20
5 N -0.04
6 C -0.25